No. 1
The following is a DFT calculation (ωB97M-V/def2-TZVPD) of a single C12H13NO2 molecule.

Properties
Charge ... 0
Structure (SMILES) ... O=[N+]([O-])[C@@H]1CC=CC[C@H]1c1ccccc1
Multiplicity ... 1
Energy above the lowest of the compared OMol25 structures with the same formula, charge and spin ... 5.9488 eV
Kohn-Sham gap ... 9.069 eV

Geometry (Å):
O 1.368 0.190 -2.681
N 0.125 0.416 -2.491
O -0.784 0.233 -3.345
C -0.249 0.949 -1.206
C -0.393 2.528 -1.425
C -0.867 3.269 -0.223
C -0.655 2.701 1.041
C -0.118 1.342 1.176
C 0.524 0.530 0.068
C 0.502 -1.052 0.382
C 1.651 -1.892 0.500
C 1.492 -3.251 0.848
C 0.231 -3.730 1.171
C -0.842 -2.899 1.014
C -0.734 -1.626 0.527
H -1.296 0.721 -0.887
H 0.584 3.022 -1.623
H -1.046 2.790 -2.364
H -1.149 4.299 -0.404
H -0.940 3.186 1.917
H -1.034 0.747 1.373
H 0.443 1.341 2.041
H 1.598 0.773 -0.045
H 2.623 -1.395 0.303
H 2.299 -3.888 0.993
H 0.114 -4.804 1.559
H -1.760 -3.387 1.287
H -1.686 -1.111 0.492

=====

No. 2
The following is a DFT calculation (ωB97M-V/def2-TZVPD) of a molecular structure, C12H13NPRu.

Properties
Charge ... 0
Multiplicity ... 6
Kohn-Sham gap (alpha / beta) ... 4.334 / 4.962 eV
Expectation value of S² ... 8.803

Geometry (Å):
C 0.824 1.749 -2.783
C 1.829 2.217 -3.619
C 1.417 2.158 -4.987
C 0.088 1.639 -5.089
C -0.419 1.341 -3.830
Ru -1.850 0.752 -0.567
P -2.004 2.942 -0.383
H 0.758 1.641 -1.699
H 2.799 2.579 -3.278
H 2.030 2.465 -5.833
H -1.380 0.949 -3.491
H -0.453 1.497 -6.025
H -2.763 3.653 -1.374
H -0.788 3.708 -0.364
H -2.635 3.409 0.817
N -1.166 -0.303 0.715
C -0.726 -1.015 1.540
C -0.203 -1.866 2.522
C 1.034 -1.557 3.138
C 1.545 -2.410 4.113
C 0.840 -3.564 4.480
C -0.383 -3.873 3.871
C -0.912 -3.033 2.894
H 1.567 -0.653 2.837
H 2.499 -2.171 4.588
H 1.247 -4.227 5.246
H -0.930 -4.774 4.156
H -1.863 -3.255 2.407

=====

No. 3
The following is a DFT calculation (ωB97M-V/def2-TZVPD) of 2 unconnected molecules or ions with the total composition C12H13P.

Properties
Charge ... 0
Structure (SMILES) ... C=CC1=PC12CC2.c1ccccc1
Multiplicity ... 1
Energy above the lowest of the compared OMol25 structures with the same formula, charge and spin ... 3.7445 eV
Kohn-Sham gap ... 7.457 eV

Geometry (Å):
C -1.723 4.190 -2.930
C -0.630 4.144 -2.079
C -0.184 3.079 -1.231
P -0.536 1.497 -0.831
C 0.730 2.731 -0.128
C 1.038 2.960 1.299
C 2.135 2.710 0.287
H -2.033 5.197 -3.364
H -2.587 3.491 -2.727
H 0.116 4.931 -2.262
H 0.772 2.218 1.964
H 0.764 3.991 1.736
H 2.749 3.433 -0.075
H 2.557 1.675 0.385
C 1.014 -4.412 0.981
C -0.185 -5.192 0.873
C -1.413 -4.619 0.958
C -1.520 -3.295 0.630
C -0.400 -2.521 0.658
C 0.886 -3.012 0.958
H 2.039 -4.823 1.003
H -0.221 -6.337 1.120
H -2.301 -5.252 0.831
H -2.551 -2.876 0.472
H -0.402 -1.428 0.512
H 1.885 -2.478 0.958

=====

Computed E_tot (eV) in order:
-18235.35342; -26005.99541; -21937.83377